No. 1
Density functional theory data (ωB97M-V with the def2-TZVPD basis set) for a cluster of 2 separate species, C6H12O4 in total.

Last column: natural (NBO) charge in e.
Element x y z (Å)
1 C -0.623 -1.942 -0.032  -0.268
2 O -1.961 -1.399 -0.070  -0.522
3 C -3.060 -2.126 -0.212  0.808
4 C -4.284 -1.197 -0.200  -0.722
5 O -3.160 -3.307 -0.190  -0.593
6 H -0.207 -2.299 -0.989  0.198
7 H -0.637 -2.783 0.681  0.190
8 H 0.039 -1.154 0.367  0.211
9 H -4.209 -0.113 -0.390  0.229
10 H -4.564 -1.350 0.856  0.236
11 H -5.081 -1.612 -0.839  0.233
12 C 4.361 1.487 0.412  -0.265
13 O 3.081 2.086 0.357  -0.503
14 C 2.008 1.431 -0.059  0.796
15 C 0.760 2.307 -0.064  -0.717
16 O 2.024 0.321 -0.604  -0.619
17 H 4.578 1.006 -0.557  0.200
18 H 4.487 0.738 1.212  0.193
19 H 5.090 2.299 0.573  0.199
20 H 0.961 3.268 0.440  0.229
21 H -0.104 1.827 0.425  0.242
22 H 0.501 2.510 -1.117  0.246

Its relative energy (zero: lowest compared OMol25 entry of this formula, charge and spin) is 21.5 kcal per mole. For the lowest unoccupied orbital energy, the calculation gives 0.026 hartree. The calculation puts the total energy at -14606.280 eV. The value obtained for the frontier orbital gap is 11.01 eV. As for the net charge: 0. Its SMILES is COC(C)=O.COC(C)=O.

No. 2
Density functional theory data (ωB97M-V with the def2-TZVPD basis set) for a cluster of 2 separate species, C2H3Cl2NO in total.

Last column: natural (NBO) charge in e.
Element x y z (Å)
1 C -1.189 -0.223 -0.027  -0.661
2 C 0.045 0.590 -0.001  0.137
3 N 1.247 0.153 0.016  0.237
4 O 2.334 0.664 0.052  -0.169
5 Cl 2.199 -2.258 -0.016  -0.370
6 Cl -0.123 2.324 0.057  0.067
7 H -1.910 0.239 -0.698  0.246
8 H -1.633 -0.257 0.969  0.248
9 H -0.970 -1.233 -0.353  0.265

Its relative energy (zero: lowest compared OMol25 entry of this formula, charge and spin) is 117.9 kcal per mole. For the lowest unoccupied orbital energy (alpha / beta), the calculation gives -0.129 / -0.129 hartree. The calculation puts the total energy at -30700.403 eV. The value obtained for the frontier orbital gap (alpha / beta) is 6.65 / 6.67 eV. As for the net charge: 0.

Please write out number 2 again, unchanged.
Density functional theory data (ωB97M-V with the def2-TZVPD basis set) for a cluster of 2 separate species, C2H3Cl2NO in total.

Last column: natural (NBO) charge in e.
Element x y z (Å)
1 C -1.189 -0.223 -0.027  -0.661
2 C 0.045 0.590 -0.001  0.137
3 N 1.247 0.153 0.016  0.237
4 O 2.334 0.664 0.052  -0.169
5 Cl 2.199 -2.258 -0.016  -0.370
6 Cl -0.123 2.324 0.057  0.067
7 H -1.910 0.239 -0.698  0.246
8 H -1.633 -0.257 0.969  0.248
9 H -0.970 -1.233 -0.353  0.265

Its relative energy (zero: lowest compared OMol25 entry of this formula, charge and spin) is 117.9 kcal per mole. For the lowest unoccupied orbital energy (alpha / beta), the calculation gives -0.129 / -0.129 hartree. The calculation puts the total energy at -30700.403 eV. The value obtained for the frontier orbital gap (alpha / beta) is 6.65 / 6.67 eV. As for the net charge: 0.

Question: Look up the relative energy (zero: lowest compared OMol25 entry of this formula, charge and spin) of the second one.
Answer: 117.9 kcal per mole

Question: Which of these has the lowest relative energy (zero: lowest compared OMol25 entry of this formula, charge and spin)?
Answer: C6H12O4

Question: Which formula does entry 1 have?
Answer: C6H12O4